(1)
C15H16Cl2F5IrN4O3SSe | ωB97M-V with the def2-TZVPD basis set

ORCA input file:
```
! RIJCOSX wB97M-V def2-TZVPD def2/J DEFGRID3
* xyz -1 2
H 1.217 0.775 -0.033
H -1.746 -4.589 -4.840
C -3.565 -0.999 0.641
H 3.013 3.175 -0.923
C -2.976 -1.322 -0.737
H -0.975 -0.691 -0.185
C 3.168 2.826 4.643
H 2.097 0.550 -1.467
F 4.268 2.520 6.714
Ir 0.265 -1.071 -1.816
C 2.078 3.559 -0.510
C 0.932 3.174 -1.364
F 3.540 -0.103 6.707
N 0.103 3.963 -1.971
Cl -1.750 -5.567 -2.714
H -3.550 -3.412 -0.741
C -0.532 1.819 -2.349
S -1.328 0.411 -2.835
F 2.097 3.146 2.612
F 2.111 -1.114 4.695
H -3.071 -0.135 1.090
C -1.064 -4.548 -4.000
Cl 0.500 -5.182 -4.547
C 2.028 0.962 3.552
C 2.435 0.182 4.635
C 3.549 2.019 5.697
O -1.618 -2.267 -4.124
H 2.130 4.642 -0.450
H 1.954 3.138 0.489
O -0.154 -2.941 -2.533
C -0.944 -3.096 -3.526
Se 1.000 0.237 2.141
N 1.158 0.690 -1.085
H -4.766 -2.335 -1.444
N 0.580 1.862 -1.594
O 1.942 -1.542 -2.146
F 3.524 4.122 4.638
H -1.206 -2.517 -0.137
H -3.434 -1.845 1.322
H -4.635 -0.789 0.561
H -1.565 3.476 -3.103
H -3.298 -2.727 -2.352
C -3.691 -2.520 -1.359
C -1.495 -1.574 -0.588
N -0.791 3.112 -2.579
H -3.136 -0.456 -1.378
C 2.426 2.295 3.605
C 3.176 0.689 5.687
*
```

The calculation puts the energy relative to the best compared isomer or geometry (same formula, charge and spin) at 130.4 kJ/mol. The calculation puts the HOMO-LUMO gap (alpha / beta) at 0.2477 / 0.2414 hartree.

These are the Mulliken partial charges, in e, on atoms 1 to 2: number 1, H, carries -0.197; number 2, H, carries 0.326



(2)
C12H11CuF6N2O7S3 | ωB97M-V with the def2-TZVPD basis set

ORCA input file:
```
! RIJCOSX wB97M-V def2-TZVPD def2/J DEFGRID3
* xyz -2 1
F 0.779 -1.689 -3.847
C -2.678 1.611 2.210
C -0.550 2.219 1.243
C 0.914 -3.359 2.130
H 4.018 -1.185 2.641
C 1.994 -1.224 1.999
C 2.084 0.264 1.692
H 0.435 1.809 3.503
H 0.510 2.392 1.464
O 0.432 0.874 -5.305
S -1.443 -0.475 -3.078
S -0.754 -1.362 1.332
C -0.536 -1.894 -3.873
S -0.874 1.427 -5.061
O -0.457 0.058 -2.168
C 2.081 -3.949 2.582
F -0.910 -2.083 -5.146
H -3.048 1.918 1.235
O 2.424 1.019 2.621
O -1.029 2.373 0.104
C 3.223 -3.178 2.765
H 2.095 -5.014 2.793
C -0.627 1.574 3.558
H 4.144 -3.624 3.123
Cu -0.195 0.483 0.045
O -1.621 1.999 -6.145
H 0.021 -3.960 1.995
N -1.850 0.500 -4.246
C 3.155 -1.822 2.481
F -1.571 3.166 -3.155
H -1.059 2.048 4.445
O 1.836 0.614 0.499
F 0.518 2.611 -3.160
F -0.252 3.952 -4.677
C 0.825 -1.992 1.825
O -2.645 -1.055 -2.562
H -0.715 0.486 3.637
F -0.795 -3.019 -3.206
H -3.296 2.061 2.992
H -2.740 0.520 2.286
N -1.306 2.037 2.361
C -0.535 2.867 -3.933
*
```

The calculation puts the energy relative to the best compared isomer or geometry (same formula, charge and spin) at 66.6 kJ/mol. The calculation puts the HOMO-LUMO gap at 0.2406 hartree.

These are the Mulliken partial charges, in e, on atoms 1 to 2: number 1, F, carries -0.208; number 2, C, carries -0.991



(3)
C25H46GdO2P2 | ωB97M-V with the def2-TZVPD basis set

ORCA input file:
```
! RIJCOSX wB97M-V def2-TZVPD def2/J DEFGRID3
* xyz 1 8
P -0.208 2.854 -0.602
C -3.809 -0.972 -1.131
C -1.233 3.577 0.742
H 2.085 -4.151 -0.507
C 0.652 -0.767 -2.484
H 4.212 -1.900 -0.109
H -1.533 -2.457 -2.365
H 0.558 1.459 3.798
H 4.533 -1.418 -1.778
C -2.268 -1.517 1.275
H 0.008 0.730 -3.877
P 1.704 -0.309 2.613
H 0.026 -0.920 -4.529
H 3.520 1.205 -2.370
H -4.197 -3.056 -0.943
C -0.970 2.980 -2.269
H -4.409 -0.358 2.501
H -1.254 -0.452 -3.391
C 1.019 -1.667 3.607
H -0.803 3.201 1.691
C -0.184 -0.322 -3.621
H 2.541 -3.058 0.823
H -3.799 1.149 -1.343
H -5.635 -0.001 0.687
C -0.688 -2.894 -1.826
H 2.155 1.133 4.563
C -3.453 -2.412 0.987
C -2.441 -0.248 1.663
H 2.073 2.059 3.020
H -3.403 -1.225 -2.115
H -4.164 -2.361 1.830
H -1.175 4.682 0.742
C 0.411 -1.914 -1.665
H -1.673 3.824 -2.368
H 0.830 -3.527 0.588
H 3.950 -0.619 3.576
H -1.302 -2.052 1.313
Gd 0.670 0.128 -0.073
C -4.694 0.574 0.592
H 3.700 -1.633 2.118
H -4.992 1.635 0.590
C -4.262 -2.157 -0.307
C 3.530 2.093 0.271
H 1.964 1.709 -3.066
H -3.091 -3.452 0.930
C -3.829 0.319 1.851
C 3.514 -0.643 2.563
H -0.162 3.104 -3.016
H -1.028 -3.261 -0.851
C 2.546 -1.122 -1.197
H -2.284 3.254 0.664
H 1.584 -1.812 4.538
H -0.377 -3.784 -2.409
H 4.356 -0.184 -0.535
C 1.146 4.070 -0.744
H -1.633 0.400 2.047
H -1.492 2.032 -2.485
C -4.012 0.274 -0.721
C 1.619 1.235 3.602
H 1.866 3.692 -1.483
H 1.659 4.189 0.219
H -3.741 1.282 2.377
C 1.959 -0.260 -2.177
O 2.414 1.370 0.231
H 0.774 5.046 -1.091
H -5.334 -2.066 -0.038
H -0.029 -1.433 3.831
H 1.070 -2.582 2.998
H 4.224 1.803 -0.561
C 1.766 -3.261 0.067
C 2.630 0.846 -2.898
H 2.954 0.485 -3.885
H 4.007 0.130 1.950
C 1.565 -2.112 -0.845
O 3.784 2.971 1.085
C 3.984 -1.155 -0.869
*
```

The calculation puts the HOMO-LUMO gap (alpha / beta) at 0.3118 / 0.1921 hartree.

These are the Mulliken partial charges, in e, on atoms 1 to 2: number 1, P, carries 1.173; number 2, C, carries -0.279



(4)
C2H5ClN2OS | ωB97M-V with the def2-TZVPD basis set

ORCA input file:
```
! RIJCOSX wB97M-V def2-TZVPD def2/J DEFGRID3
* xyz 0 1
H 0.337 0.073 2.550
S -0.424 -0.970 2.009
H 2.004 0.165 -0.392
N 0.771 -1.301 0.967
C 1.241 0.678 -0.832
Cl -1.994 -0.596 -1.600
H -1.516 0.438 0.470
O 1.280 1.665 -1.522
H 0.517 -2.180 0.556
C -1.150 0.460 -0.605
H -1.235 1.589 -0.931
N 0.170 -0.021 -0.669
*
```

The calculation puts the energy relative to the best compared isomer or geometry (same formula, charge and spin) at 377.7 kJ/mol. The calculation puts the HOMO-LUMO gap (alpha / beta) at 0.3038 / 0.2868 hartree.

These are the Mulliken partial charges, in e, on atoms 1 to 2: number 1, H, carries 0.207; number 2, S, carries -0.045



(5)
C36H75N6O6 | ωB97M-V with the def2-TZVPD basis set

ORCA input file:
```
! RIJCOSX wB97M-V def2-TZVPD def2/J DEFGRID3
* xyz 0 4
O 13.705 15.219 11.546
H 11.459 9.157 9.723
H 10.847 16.485 13.494
H 14.276 25.308 14.391
C 11.131 17.397 12.980
H 17.996 18.930 11.088
C 15.340 17.464 11.855
H 21.235 19.811 8.409
C 15.113 17.806 9.426
H 11.027 18.169 13.750
C 10.484 18.961 11.035
H 12.150 22.474 15.432
H 10.467 10.519 9.566
H 19.585 18.549 11.554
H 10.809 24.481 13.890
H 11.994 25.142 15.153
H 8.566 10.156 13.635
C 9.385 16.778 11.292
O 8.882 12.543 12.505
C 20.792 19.911 9.408
H 14.219 23.904 15.392
H 12.201 17.284 12.808
C 18.253 18.637 6.774
H 12.343 15.598 5.065
N 14.734 17.031 10.608
C 10.635 12.999 10.211
C 13.791 23.277 11.451
H 18.212 18.796 5.686
C 10.894 12.058 11.447
H 7.473 11.813 10.647
C 11.768 24.920 14.128
O 17.975 21.017 9.427
H 8.412 10.938 9.427
C 10.538 14.824 7.108
H 11.520 13.481 9.772
H 20.734 20.983 9.625
C 11.402 12.955 12.579
H 9.545 19.142 10.525
H 11.999 25.798 13.566
N 12.712 23.824 12.328
H 20.270 17.157 9.264
H 19.317 21.934 7.191
C 9.835 9.253 11.214
H 15.248 24.794 11.752
C 10.749 17.267 7.214
H 13.092 21.783 14.089
C 13.623 21.806 11.167
H 20.364 18.446 6.902
H 12.785 17.008 5.987
H 13.139 15.359 6.596
H 16.766 21.823 7.502
C 14.217 24.224 14.351
C 13.444 24.048 10.140
C 11.859 10.922 11.071
H 14.966 17.275 8.485
H 9.249 15.942 12.012
C 15.325 23.468 13.510
N 9.585 11.676 11.979
H 18.492 17.369 9.089
H 9.994 13.802 10.547
H 11.388 22.158 13.796
C 19.030 19.263 10.947
H 14.098 23.724 9.337
H 19.259 20.231 11.381
H 15.120 18.505 12.073
H 16.163 17.987 9.616
O 11.322 18.319 7.120
H 12.396 10.589 11.948
H 14.973 16.717 12.547
N 10.322 17.651 11.793
H 20.251 20.692 6.738
H 16.461 20.664 6.174
C 12.273 22.454 14.343
H 9.842 14.998 7.940
C 13.916 16.005 10.605
H 16.026 20.376 7.876
C 12.409 16.004 6.075
H 13.331 15.779 9.669
N 18.319 20.033 8.814
H 11.287 14.101 7.465
O 8.811 16.963 10.221
H 15.959 23.171 11.451
H 17.272 18.200 6.968
H 11.228 18.831 10.250
H 7.217 10.897 12.727
H 11.647 12.372 13.484
C 12.793 23.802 13.802
H 10.245 8.785 12.129
C 15.174 23.721 11.962
N 11.214 16.048 6.809
H 21.483 19.433 10.116
H 12.692 21.611 10.629
H 16.408 17.274 11.756
H 7.574 9.101 12.598
O 11.557 23.754 11.871
H 9.778 17.088 7.723
H 12.446 23.796 9.855
H 12.306 13.469 12.274
H 10.095 12.406 9.470
H 13.602 21.290 12.130
H 14.435 21.416 10.551
H 7.064 10.164 10.311
C 19.461 19.207 9.456
H 14.677 18.788 9.382
H 10.756 19.755 11.727
C 19.237 21.030 6.637
H 13.559 25.084 10.405
H 15.242 22.389 13.695
H 12.432 11.433 10.312
H 9.996 14.430 6.242
H 19.568 16.893 6.882
C 16.791 20.773 7.219
H 10.625 13.654 12.889
C 19.500 17.911 7.283
C 18.203 20.085 7.304
C 7.961 10.117 12.730
H 9.271 8.441 10.735
C 10.960 9.901 10.328
H 18.826 21.159 5.638
C 19.473 17.786 8.841
C 8.891 10.427 11.522
C 7.916 10.854 10.407
H 16.340 23.671 13.850
*
```

The calculation puts the HOMO-LUMO gap (alpha / beta) at 0.2889 / 0.3499 hartree.

These are the Mulliken partial charges, in e, on atoms 1 to 2: number 1, O, carries -0.718; number 2, H, carries 0.435



(6)
C3H4N2 | ωB97M-V with the def2-TZVPD basis set

ORCA input file:
```
! RIJCOSX wB97M-V def2-TZVPD def2/J DEFGRID3
* xyz 0 1
N 0.535 1.090 -0.380
C 0.500 -0.734 -0.437
H 1.466 0.145 1.227
N 1.355 0.136 0.218
C -0.842 -0.524 0.037
H -1.464 1.653 0.291
C -0.753 0.854 0.092
H -1.672 -1.215 0.159
H 0.876 -1.406 -1.207
*
```

The structure (SMILES) is C1=CN2N[C@@H]12. The calculation puts the energy relative to the best compared isomer or geometry (same formula, charge and spin) at 559.5 kJ/mol. The calculation puts the HOMO-LUMO gap (alpha / beta) at 0.2772 / 0.2914 hartree.

These are the Mulliken partial charges, in e, on atoms 1 to 2: number 1, N, carries -0.376; number 2, C, carries -0.200



(7)
C4H14N2S | ωB97M-V with the def2-TZVPD basis set

ORCA input file:
```
! RIJCOSX wB97M-V def2-TZVPD def2/J DEFGRID3
* xyz 0 1
H 2.604 0.649 1.182
H -0.379 0.228 -1.437
N -2.969 -0.169 -1.716
C -2.364 0.406 -0.520
H 0.523 1.873 0.200
C 3.023 -0.353 1.096
H 1.840 -1.131 -0.565
C -0.973 0.934 -0.851
H -1.073 1.846 -1.446
H -0.899 1.658 1.032
H -2.378 -0.965 -1.933
H 2.549 -2.356 0.424
H -2.946 1.257 -0.148
C 2.074 -1.376 0.477
N -0.232 1.232 0.401
H -3.849 -0.634 -1.489
H 0.039 -0.208 0.950
H 3.974 -0.334 0.562
S 0.490 -1.568 1.347
H 3.195 -0.683 2.124
H -2.249 -0.306 0.310
*
```

The structure (SMILES) is NCCN.CCS. The calculation puts the energy relative to the best compared isomer or geometry (same formula, charge and spin) at 51.2 kJ/mol. The calculation puts the HOMO-LUMO gap at 0.3265 hartree.

These are the Mulliken partial charges, in e, on atoms 1 to 2: number 1, H, carries 0.235; number 2, H, carries 0.249



(8)
C9H13N3 | ωB97M-V with the def2-TZVPD basis set

ORCA input file:
```
! RIJCOSX wB97M-V def2-TZVPD def2/J DEFGRID3
* xyz 0 1
H -3.169 2.906 -2.101
C -2.459 2.347 -1.515
H -1.396 0.947 -2.832
C 2.400 -1.138 0.056
H 0.880 -0.428 2.991
H -2.795 3.136 0.460
N -2.307 2.516 -0.160
C 1.176 -0.671 1.968
H 0.062 1.612 1.612
H -0.752 -1.560 1.137
H 3.077 -2.006 0.027
H 1.334 -2.498 -2.079
H 3.271 -0.036 1.853
H 0.164 -3.384 -1.066
C -1.577 1.372 -1.851
C 0.515 -2.382 -1.355
C 2.393 -0.525 1.422
C 0.992 -1.611 -0.134
N -0.882 0.900 -0.730
C -1.340 1.661 0.245
C 0.290 -1.325 0.982
H 2.754 -0.462 -0.753
N -0.956 1.682 1.619
H -1.321 0.840 2.061
H -0.355 -1.895 -1.857
*
```

The structure (SMILES) is Nc1ncc[nH]1.CC1=CC=CC1. The calculation puts the energy relative to the best compared isomer or geometry (same formula, charge and spin) at 0.5 kJ/mol. The calculation puts the HOMO-LUMO gap at 0.3256 hartree.

These are the Mulliken partial charges, in e, on atoms 1 to 2: number 1, H, carries 0.398; number 2, C, carries -0.334



(9)
C25H44F5O6P2Ti | ωB97M-V with the def2-TZVPD basis set

ORCA input file:
```
! RIJCOSX wB97M-V def2-TZVPD def2/J DEFGRID3
* xyz 1 1
C -3.738 -0.206 2.223
H -0.953 4.537 -3.702
H -2.880 1.667 1.565
C -0.222 -1.997 3.929
C 3.016 -2.355 -1.649
F 4.494 1.539 1.755
H -4.975 -1.382 0.904
C 1.626 -4.143 -0.515
H -2.654 -1.966 -3.392
H 1.558 4.782 3.570
H -4.321 0.094 0.162
C 1.028 3.475 1.978
O -0.478 -2.234 1.460
H -2.003 -2.881 -4.748
C 1.185 2.871 -3.227
C -1.737 -2.366 -3.825
H -2.538 1.266 3.255
H 1.236 -0.911 -4.885
C -3.291 1.218 2.471
C -0.755 -1.259 -4.144
H -1.067 3.244 2.269
H 1.590 -4.724 -1.437
H 3.913 -2.615 -1.085
H 1.939 3.660 -3.259
C 1.368 3.718 3.416
H 0.711 -4.316 0.050
C 0.440 3.276 -0.828
C 1.799 -2.675 -0.815
F 3.474 0.729 0.006
F 2.050 -0.908 2.004
H -0.725 2.453 -2.372
C 2.385 0.455 2.037
C -1.176 -4.077 2.849
C -1.566 -0.963 -0.544
C -0.593 4.571 -2.673
H -1.298 -3.099 -3.148
H 0.813 -3.300 2.581
H -2.160 -0.080 -0.797
H 0.802 2.754 -4.241
C -0.265 3.289 1.544
H 2.473 -4.491 0.077
H 2.545 3.533 -1.118
H 1.667 1.938 -2.932
H 0.341 -2.182 -5.723
P -1.260 -0.912 1.231
O 0.849 0.186 -0.925
H 1.798 -2.094 0.104
O 0.587 -2.274 -1.580
C -4.722 -0.338 1.081
C 3.754 0.512 1.342
H -4.158 1.802 2.779
C 0.544 -1.741 -4.747
H -5.638 0.200 1.327
F 2.573 0.745 3.361
H -1.578 2.855 -0.144
H -1.222 -0.530 -4.804
C 0.042 3.232 -2.285
H -4.176 -0.614 3.133
O -0.544 0.345 1.583
H 0.435 -1.143 3.782
O -0.476 -0.442 -2.948
H -2.191 -3.704 2.987
H -1.434 4.820 -2.025
H 3.101 3.488 1.304
H 0.552 3.418 4.072
H 0.141 5.375 -2.597
H 1.012 -2.498 -4.119
H 3.014 -2.930 -2.576
F 4.500 -0.588 1.395
C -0.199 -2.930 2.737
C -0.557 3.031 0.166
Ti 1.009 1.512 0.632
H 0.130 -2.551 4.799
O -2.613 -1.117 1.986
H -2.126 -1.858 -0.816
H -1.234 -1.652 4.142
C 2.073 3.376 0.993
H -1.148 -4.704 1.958
C 1.742 3.450 -0.399
H -0.915 -4.693 3.710
H 2.264 3.172 3.704
P -0.051 -0.858 -1.512
H 3.064 -1.291 -1.882
*
```

The calculation puts the energy relative to the best compared isomer or geometry (same formula, charge and spin) at 0.0 kJ/mol. The calculation puts the HOMO-LUMO gap (alpha / beta) at 0.2797 / 0.2807 hartree.

These are the Mulliken partial charges, in e, on atoms 1 to 2: number 1, C, carries 0.344; number 2, H, carries 0.458



(10)
C3H7NO2 | ωB97M-V with the def2-TZVPD basis set

ORCA input file:
```
! RIJCOSX wB97M-V def2-TZVPD def2/J DEFGRID3
* xyz 0 1
C -0.258 0.397 0.392
C -1.450 -0.156 -1.554
N 1.615 -0.343 2.032
H -0.198 1.386 -0.066
H -1.980 0.795 -1.424
H -0.723 -0.055 -2.367
H 2.153 -0.244 -0.955
H -2.169 -0.932 -1.818
O -0.709 0.462 1.823
C 0.541 0.055 1.527
H 2.418 -0.386 -0.273
O -0.801 -0.581 -0.364
H 1.560 -0.398 3.049
*
```

The structure (SMILES) is [H]/N=C1\O[C@@H]1OC.[H][H]. The calculation puts the energy relative to the best compared isomer or geometry (same formula, charge and spin) at 392.8 kJ/mol. The calculation puts the HOMO-LUMO gap at 0.4103 hartree.

These are the Mulliken partial charges, in e, on atoms 1 to 2: number 1, C, carries -0.110; number 2, C, carries -0.652